Formula: C8H13NO3
Source: the Open Molecules 2025 dataset
Level of theory: wB97M-V/def2-TZVPD

Each line ends with the Mulliken charge.
Geometry (Å):
O1 1.475 -1.465 0.055  -0.76
O2 0.184 2.640 2.521  -0.40
O3 -0.421 1.346 0.732  -0.25
N1 1.035 -0.387 0.567  0.54
C1 -0.122 0.197 0.142  -0.12
C2 -0.981 -0.339 -0.968  2.07
C3 0.522 1.873 1.510  0.03
C4 1.628 0.205 1.615  0.19
C5 3.048 0.044 1.929  -1.04
C6 -2.212 0.555 -1.133  -1.83
C7 -1.414 -1.768 -0.608  -1.59
C8 -0.165 -0.361 -2.268  -1.58
H1 3.143 -0.679 2.740  0.28
H2 -0.770 2.638 2.689  0.31
H3 3.587 -0.342 1.060  0.30
H4 -0.536 -2.400 -0.503  0.35
H5 -1.968 -1.777 0.329  0.38
H6 0.737 -0.952 -2.124  0.36
H7 -2.841 0.166 -1.929  0.41
H8 0.114 0.648 -2.563  0.39
H9 3.475 0.984 2.264  0.34
H10 -2.050 -2.170 -1.393  0.44
H11 -1.920 1.571 -1.388  0.36
H12 -0.755 -0.809 -3.064  0.42
H13 -2.794 0.582 -0.215  0.37

Energy relative to the best compared isomer or geometry (same formula, charge and spin)   612.78 kJ/mol
Gap between HOMO and LUMO   0.2752 hartree